Record 1
Below is a 5-piece molecular cluster, C27H56FNO8P overall, with properties calculated with ωB97M-V with the def2-TZVPD basis set.

Results
highest occupied orbital energy: -0.400 Eh
gap between HOMO and LUMO: 5.3848 eV
lowest unoccupied orbital energy: -5.50 eV

The geometry in ORCA input format:
```
! wB97M-V def2-TZVPD RIJCOSX def2/J DEFGRID3
* xyz 1 1
C 4.31 -2.88 2.54
C 4.17 -3.59 1.11
C 2.74 -3.44 0.40
F 1.99 -4.65 0.65
C 1.91 -2.14 0.78
C 0.39 -2.34 1.11
N -0.51 -1.26 1.43
C -1.98 -1.48 1.71
O -2.54 -2.58 0.99
C -2.58 -2.34 -0.44
C -0.05 0.12 1.45
C 1.43 0.48 1.17
C 2.43 -0.68 0.82
C 3.95 -0.35 0.49
O 4.49 0.54 1.21
O 4.74 -0.96 -0.53
P 4.17 -0.54 -2.11
O 5.28 -0.94 -3.09
H 4.90 -3.61 3.22
H 5.00 -1.97 2.41
H 3.32 -2.63 3.06
H 4.32 -4.72 1.28
H 4.99 -3.29 0.36
H 2.92 -3.40 -0.74
H -0.07 -3.39 1.11
H -2.15 -1.60 2.83
H -2.55 -0.53 1.38
H -1.65 -1.80 -0.84
H -3.51 -1.75 -0.78
H -2.63 -3.36 -0.96
H -0.82 0.94 1.68
H 1.72 1.58 1.21
H 3.96 0.88 -2.14
H 2.91 -1.15 -2.44
C 3.25 4.16 1.64
C 3.10 4.90 0.32
O 1.81 5.47 0.13
C 1.41 6.45 1.07
C 2.32 7.67 1.10
H 2.44 3.43 1.76
H 4.21 3.65 1.68
H 3.19 4.85 2.49
H 3.24 4.19 -0.50
H 3.88 5.66 0.20
H 1.32 6.01 2.07
H 0.41 6.77 0.78
H 3.32 7.42 1.47
H 1.90 8.44 1.76
H 2.43 8.09 0.10
C -4.74 -1.34 5.79
C -3.30 -0.89 5.87
O -3.11 0.48 5.55
C -3.77 1.42 6.40
C -3.33 1.34 7.85
H -5.18 -1.08 4.82
H -4.82 -2.42 5.92
H -5.36 -0.87 6.56
H -2.71 -1.46 5.13
H -2.87 -1.12 6.85
H -4.86 1.31 6.31
H -3.53 2.41 6.00
H -3.62 0.40 8.31
H -3.78 2.15 8.43
H -2.24 1.42 7.92
C -5.94 1.24 -2.23
C -6.31 -0.17 -2.63
O -6.61 -1.02 -1.53
C -7.71 -0.64 -0.72
C -9.03 -0.60 -1.47
H -5.14 1.24 -1.48
H -5.62 1.82 -3.10
H -6.80 1.76 -1.78
H -5.45 -0.62 -3.15
H -7.14 -0.17 -3.35
H -7.51 0.31 -0.23
H -7.78 -1.39 0.07
H -9.04 0.19 -2.22
H -9.86 -0.42 -0.78
H -9.21 -1.54 -1.99
C 6.70 -1.91 -6.73
C 5.45 -1.09 -6.43
O 4.64 -0.85 -7.58
C 4.12 -2.00 -8.23
C 3.20 -2.83 -7.34
H 7.27 -1.46 -7.54
H 7.34 -1.97 -5.84
H 6.45 -2.93 -7.03
H 5.75 -0.11 -6.06
H 4.86 -1.56 -5.64
H 4.93 -2.61 -8.64
H 3.54 -1.63 -9.08
H 3.75 -3.29 -6.52
H 2.73 -3.63 -7.92
H 2.42 -2.21 -6.91
*
```

Record 2
Below is a 3-piece molecular cluster, C27H56NO11P2 overall, with properties calculated with ωB97M-V with the def2-TZVPD basis set.

Results
highest occupied orbital energy: -0.147 Eh
gap between HOMO and LUMO: 3.1591 eV
lowest unoccupied orbital energy: -0.84 eV

The geometry in ORCA input format:
```
! wB97M-V def2-TZVPD RIJCOSX def2/J DEFGRID3
* xyz -1 1
C -2.82 7.36 0.65
C -3.10 5.89 0.00
C -1.74 5.09 -0.27
C -1.92 3.49 -0.43
C -2.80 2.80 0.73
C -4.02 1.91 0.17
C -5.13 2.75 -0.62
C -6.61 2.84 0.06
C -6.73 3.38 1.56
C -7.80 4.59 1.62
C -9.22 4.23 0.95
C -9.59 5.30 -0.23
N -7.15 1.49 -0.28
C -6.96 1.43 -1.78
O -7.74 0.87 -2.58
C -5.61 2.27 -2.08
C -4.55 1.72 -3.14
O -3.65 0.84 -2.92
O -4.65 2.22 -4.45
H -1.90 7.78 0.10
H -2.65 7.25 1.79
H -3.73 8.03 0.43
H -3.67 6.04 -0.99
H -3.83 5.38 0.71
H -0.92 5.38 0.48
H -1.35 5.46 -1.30
H -0.86 3.05 -0.42
H -2.33 3.25 -1.48
H -3.16 3.53 1.55
H -2.09 2.06 1.29
H -4.52 1.45 1.11
H -3.58 1.03 -0.41
H -4.69 3.79 -0.85
H -7.17 3.51 -0.69
H -7.12 2.58 2.29
H -5.72 3.76 1.97
H -7.37 5.60 1.25
H -8.02 4.78 2.75
H -9.28 3.20 0.48
H -10.07 4.28 1.73
H -10.24 6.15 0.18
H -8.65 5.72 -0.74
H -10.17 4.72 -1.04
H -6.55 0.73 0.12
H -6.00 3.25 -2.54
O 2.05 1.88 1.07
P 3.15 0.81 1.12
O 4.07 1.46 -0.09
C 4.75 2.69 0.16
C 5.87 2.50 1.16
O 2.28 -0.30 0.25
C 0.90 -0.51 0.58
C 0.02 0.09 -0.50
O 4.36 -0.38 1.34
C 4.66 -1.42 0.41
C 5.50 -0.98 -0.77
H 4.04 3.45 0.50
H 5.16 3.03 -0.79
H 5.48 2.21 2.14
H 6.44 3.43 1.28
H 6.55 1.71 0.84
H 0.66 -0.08 1.56
H 0.73 -1.58 0.64
H 0.28 1.13 -0.71
H -1.03 0.04 -0.22
H 0.16 -0.46 -1.44
H 3.76 -1.96 0.08
H 5.24 -2.16 0.98
H 4.90 -0.40 -1.48
H 5.90 -1.85 -1.30
H 6.33 -0.35 -0.44
O 4.87 -4.99 -0.19
P 4.80 -6.47 0.20
O 6.38 -6.60 0.68
C 6.77 -5.95 1.88
C 6.15 -6.61 3.10
O 4.94 -6.99 -1.37
C 4.17 -6.36 -2.39
C 5.08 -5.51 -3.26
O 4.57 -8.10 0.67
C 5.13 -9.23 0.01
C 6.59 -9.48 0.36
H 6.51 -4.89 1.83
H 7.86 -6.02 1.94
H 5.06 -6.51 3.08
H 6.53 -6.15 4.01
H 6.37 -7.68 3.12
H 3.37 -5.76 -1.95
H 3.70 -7.14 -3.00
H 5.68 -4.82 -2.66
H 4.50 -4.92 -3.97
H 5.78 -6.14 -3.81
H 4.98 -9.21 -1.07
H 4.55 -10.09 0.37
H 7.24 -8.76 -0.14
H 6.89 -10.48 0.03
H 6.76 -9.40 1.43
*
```

Record 3
Below is C27H57ClN4O8V as an isolated structure, with properties calculated with ωB97M-V with the def2-TZVPD basis set.

Results
highest occupied orbital energy: -0.179 Eh
gap between HOMO and LUMO: 6.9996 eV
lowest unoccupied orbital energy: 2.12 eV
ΔE to the lowest compared entry with this formula, charge and spin: 121.6 kcal/mol

The geometry in ORCA input format:
```
! wB97M-V def2-TZVPD RIJCOSX def2/J DEFGRID3
* xyz -1 1
O -1.71 -0.34 0.18
V -3.25 -0.28 -0.17
O -3.49 -1.30 -1.33
N -2.03 2.26 -2.33
O -1.96 3.29 -1.69
O -2.83 1.45 -1.83
O -1.44 2.05 -3.42
Cl -4.22 1.82 1.07
C 1.04 6.94 0.36
C 0.74 5.78 -0.41
C 1.99 4.98 -0.76
C 2.72 4.15 0.34
C 1.72 3.18 0.91
C 0.45 3.91 1.45
N -0.13 4.88 0.51
O -1.45 5.29 0.78
C -0.63 2.83 1.70
C 0.68 4.62 2.75
C -0.12 6.17 -1.60
H 1.84 6.76 1.08
H 0.32 7.62 0.80
H 1.52 7.70 -0.26
H 1.67 4.14 -1.38
H 2.59 5.64 -1.39
H 2.98 4.90 1.07
H 3.73 3.77 0.19
H 2.22 2.95 1.85
H 1.56 2.27 0.34
H -0.27 2.34 2.61
H -1.60 3.16 2.07
H -0.81 2.29 0.77
H 0.93 4.11 3.68
H 1.32 5.50 2.80
H -0.20 5.21 2.99
H -0.78 5.44 -2.07
H 0.42 6.39 -2.52
H -0.86 6.92 -1.30
H -1.29 5.95 1.47
C -2.65 -4.20 -0.14
C -2.91 -4.22 1.38
C -1.69 -4.97 2.00
C -1.54 -4.84 3.50
C -1.59 -3.32 3.99
C -2.84 -2.58 3.30
N -2.98 -2.89 1.90
O -3.99 -2.04 1.26
C -4.12 -2.97 4.10
C -2.60 -1.01 3.48
C -4.17 -5.08 1.61
H -2.57 -5.19 -0.60
H -1.73 -3.64 -0.32
H -3.55 -3.75 -0.56
H -1.58 -6.01 1.68
H -0.72 -4.64 1.62
H -0.64 -5.32 3.89
H -2.34 -5.28 4.08
H -0.65 -2.86 3.67
H -1.63 -3.34 5.08
H -4.10 -2.66 5.15
H -4.97 -2.66 3.50
H -4.17 -4.06 4.11
H -3.52 -0.51 3.20
H -2.42 -0.75 4.53
H -1.67 -0.74 2.98
H -5.12 -4.59 1.40
H -4.24 -5.47 2.63
H -4.13 -6.05 1.12
H -4.82 -2.30 1.66
C 3.23 -0.85 -5.11
C 3.40 -1.96 -4.03
C 4.54 -1.56 -3.06
C 4.27 -0.40 -2.09
C 3.28 -0.97 -1.08
C 1.95 -1.45 -1.81
N 2.25 -2.20 -3.09
O 1.09 -2.74 -3.72
C 1.26 -2.39 -0.67
C 0.95 -0.23 -2.04
C 3.83 -3.22 -4.76
H 3.22 0.12 -4.62
H 2.23 -0.85 -5.55
H 4.11 -0.74 -5.75
H 5.11 -2.35 -2.55
H 5.41 -1.20 -3.61
H 3.81 0.44 -2.61
H 5.10 0.07 -1.56
H 2.91 -0.44 -0.20
H 3.78 -1.86 -0.71
H 0.24 -2.47 -1.04
H 1.72 -3.37 -0.55
H 1.36 -2.10 0.37
H 1.50 0.45 -2.69
H 0.02 -0.47 -2.55
H 0.88 0.37 -1.14
H 3.96 -4.06 -4.07
H 4.77 -3.03 -5.28
H 3.11 -3.68 -5.43
H 1.02 -3.66 -3.48
*
```

| no. | calculated total energy (Ha) | M (g mol⁻¹) |
| --- | --- | --- |
| 1 | -2159.758246 | 572.72 |
| 2 | -2627.303327 | 632.69 |
| 3 | -3287.795498 | 652.17 |